Entry 1:
ORCA calculation (the ωB97M-V functional and the def2-TZVPD basis) on a 3-piece molecular cluster, C3H11NO3 overall.

Last column: natural (NBO) charge in e.
Cartesian coordinates (Å):
C  -0.86574  1.02927  -1.91298  -0.415
N  -0.15914  0.20563  -0.96572  -0.643
C  1.06996  -0.39222  -1.38103  -0.315
C  1.65255  -1.31700  -0.33241  0.426
O  1.56155  -1.08301  0.83945  -0.492
H  -0.15273  1.58300  -2.50959  0.194
H  -1.54591  0.54965  -2.62448  0.179
H  -1.43173  1.80088  -1.39466  0.204
H  -0.76292  -0.47534  -0.53998  0.380
H  1.85883  0.32126  -1.62996  0.217
H  0.98986  -1.02920  -2.28814  0.165
H  2.16897  -2.23065  -0.66894  0.111
H  -0.18010  2.83161  0.63251  0.456
H  -0.26516  1.33758  0.82264  0.492
O  -0.47013  2.17197  1.27881  -0.960
H  -2.66173  -0.50011  1.83112  0.465
H  -2.03071  -1.04007  3.06213  0.471
O  -1.97994  -1.12774  2.10194  -0.935

Its SMILES is CNCC=O.O.O. For the HOMO energy, the calculation gives -9.33 eV. Its energy is -10921.0375 eV. The relative energy (zero: lowest compared OMol25 entry of this formula, charge and spin) is 1.968 eV. As for the gap between HOMO and LUMO: 10.07 eV. The spin multiplicity is 1. As for the net charge: 0.

***

Entry 2:
ORCA calculation (the ωB97M-V functional and the def2-TZVPD basis) on a 2-piece molecular cluster, C4H4O overall.

Last column: natural (NBO) charge in e.
Cartesian coordinates (Å):
C  -1.06644  0.54540  0.51505  -0.204
C  -2.24188  -0.08404  0.36467  -0.193
C  2.06474  -0.16614  -0.59401  0.265
C  -1.36266  -0.52096  1.43854  -0.066
O  3.28724  -0.13354  -0.54281  -0.486
H  -0.43594  1.25086  0.05761  0.222
H  -3.19651  -0.37499  0.01040  0.239
H  1.40315  0.16254  0.21260  0.118
H  1.54830  -0.67911  -1.46205  0.105

Its SMILES is C1=CC=1.C=O. For the HOMO energy, the calculation gives -9.62 eV. Its energy is -6254.6627 eV. The relative energy (zero: lowest compared OMol25 entry of this formula, charge and spin) is 4.717 eV. As for the gap between HOMO and LUMO: 10.08 eV. The spin multiplicity is 1. As for the net charge: 0.

***

Entry 3:
ORCA calculation (the ωB97M-V functional and the def2-TZVPD basis) on a 5-piece molecular cluster, C25H37BN6O5S overall.

Last column: Löwdin charge in e.
Cartesian coordinates (Å):
O  -1.42246  -0.49861  6.08085  -0.337
S  -0.97623  -0.76293  4.74473  0.684
O  0.43849  -0.80604  4.47506  -0.333
C  -1.72809  0.40249  3.63017  -0.191
C  -1.12108  0.28585  2.26536  -0.193
C  -1.28740  -0.83710  1.51755  0.002
C  -0.69948  -0.95566  0.25088  -0.197
N  -0.88016  -2.11219  -0.45494  0.139
C  -0.29767  -2.14913  -1.61735  -0.103
C  0.46103  -1.06297  -2.13786  -0.111
N  0.65671  0.04756  -1.48943  0.135
C  0.06645  0.11725  -0.25962  -0.192
C  0.24208  1.27193  0.52375  0.083
C  -0.32849  1.34330  1.75223  -0.200
O  -0.15764  2.45812  2.54216  0.150
B  1.05283  2.62333  3.19028  -0.828
O  1.04362  3.53373  4.21195  0.193
O  2.22034  1.98498  2.84461  0.197
H  -1.49250  -1.93884  4.30851  0.078
H  -2.80340  0.20652  3.57880  0.091
H  -1.54210  1.36255  4.10684  0.116
H  -1.86943  -1.67325  1.88490  0.111
H  -0.38310  -3.04680  -2.22004  0.074
H  0.92650  -1.17078  -3.11282  0.088
H  0.84409  2.08607  0.14267  0.141
H  1.95098  3.73320  4.46842  0.119
H  2.14195  1.02484  2.79946  0.116
C  -4.60441  -3.32623  -0.76859  -0.103
C  -5.19482  -3.65143  0.59844  -0.257
C  -5.90878  -2.45466  1.24077  -0.184
C  -4.98413  -1.35804  1.51463  -0.195
N  -4.25869  -0.48698  1.69534  0.188
H  -3.83532  -2.55555  -0.69617  0.056
H  -4.14097  -4.20975  -1.20545  0.076
H  -5.37810  -2.97643  -1.45521  0.077
H  -4.40528  -4.00515  1.26403  0.110
H  -5.91780  -4.46342  0.50589  0.107
H  -6.38058  -2.75125  2.17892  0.118
H  -6.70168  -2.08707  0.58720  0.123
C  3.25315  -5.14321  -2.14057  -0.109
C  3.08387  -5.71220  -3.54413  -0.259
C  1.94752  -5.03511  -4.31633  -0.193
C  0.64243  -5.27163  -3.69941  -0.238
N  -0.37679  -5.43298  -3.19507  0.144
H  2.36203  -5.31485  -1.53390  0.071
H  4.09489  -5.61561  -1.63440  0.071
H  3.44094  -4.06910  -2.17998  0.055
H  2.90376  -6.78780  -3.49346  0.109
H  4.00587  -5.56992  -4.10971  0.107
H  1.91118  -5.40059  -5.34401  0.117
H  2.12670  -3.95866  -4.36333  0.086
C  4.28054  1.69416  -2.60867  -0.107
C  4.62004  1.56061  -4.08897  -0.258
C  3.62560  0.67076  -4.84311  -0.185
C  3.65069  -0.70809  -4.36107  -0.222
N  3.64614  -1.77822  -3.94603  0.167
H  4.32876  0.72927  -2.10194  0.071
H  4.98302  2.36476  -2.11483  0.073
H  3.27614  2.09702  -2.46965  0.074
H  5.62882  1.16073  -4.20563  0.111
H  4.61312  2.54548  -4.55839  0.108
H  3.84822  0.66606  -5.91136  0.118
H  2.61227  1.06036  -4.72828  0.122
C  -0.72761  7.94480  3.25035  -0.109
C  -1.74053  6.86822  2.87921  -0.256
C  -1.08362  5.52476  2.54605  -0.190
C  -0.23480  5.59589  1.35882  -0.234
N  0.43793  5.65517  0.43013  0.149
H  -0.05806  8.16146  2.41665  0.072
H  -1.23258  8.87208  3.52096  0.070
H  -0.12015  7.63226  4.10171  0.076
H  -2.34191  7.20361  2.03223  0.110
H  -2.42656  6.70961  3.71297  0.107
H  -1.84675  4.76497  2.37234  0.122
H  -0.47955  5.17450  3.38392  0.101

Its SMILES is O=[SH](=O)Cc1cc2nccnc2cc1OB(O)O.CCCC#N.CCCC#N.CCCC#N.CCCC#N. For the HOMO energy, the calculation gives -9.12 eV. Its energy is -57217.8518 eV. As for the gap between HOMO and LUMO: 8.97 eV. The spin multiplicity is 1. As for the net charge: 0.

***

Entry 4:
ORCA calculation (the ωB97M-V functional and the def2-TZVPD basis) on a 6-piece molecular cluster, C47H59N8O6PSi overall.

Last column: Löwdin charge in e.
Cartesian coordinates (Å):
C  -2.69024  -1.10118  -2.95199  0.080
C  -1.44369  -0.59820  -3.21332  -0.076
C  -1.09339  0.85847  -3.06345  -0.499
O  -1.96255  1.63677  -2.72645  0.079
O  0.21371  1.20221  -3.26788  -0.025
C  0.89511  1.52127  -2.04042  -0.160
C  1.39660  0.21205  -1.38486  -0.177
C  2.42747  -0.51959  -2.30145  -0.169
C  3.80851  -0.80081  -1.65030  -0.200
C  4.32951  0.31910  -0.70819  -0.161
C  4.47297  -0.07240  0.81460  -0.136
C  3.56841  0.78340  1.72850  -0.187
C  4.09223  2.01825  2.01877  0.015
C  3.40113  2.97884  2.80842  -0.204
N  4.02106  4.18959  3.01020  0.146
C  3.24912  4.97414  3.71550  -0.067
C  1.94909  4.64731  4.26014  -0.335
N  1.22260  5.61177  5.02136  0.096
N  1.39729  3.47127  4.08129  0.171
C  2.14207  2.61459  3.31180  -0.146
C  1.57479  1.32412  3.03865  -0.100
C  0.18029  1.02452  3.62402  -0.095
C  0.18324  -0.17756  4.63635  -0.259
O  -0.81302  -1.09326  4.19175  -0.248
Si  -1.13804  -2.35570  5.27002  0.460
C  -1.43386  -3.90316  4.19727  -0.166
C  0.25899  -2.75183  6.46970  -0.172
C  -2.79465  -1.95318  6.11829  -0.160
C  2.25818  0.38848  2.23790  -0.111
P  1.53812  -1.26974  1.89069  0.523
O  1.64682  -2.19673  3.02498  -0.255
O  2.21060  -2.01237  0.61618  -0.135
O  0.00127  -1.02517  1.42753  -0.112
H  -3.57970  -0.89263  -3.56859  0.079
H  -2.86138  -1.79808  -2.11518  0.079
H  -0.67387  -1.29630  -3.58586  0.121
H  1.69417  2.26460  -2.18414  0.133
H  0.15589  1.98141  -1.35764  0.121
H  0.50624  -0.44748  -1.32900  0.100
H  1.73208  0.35246  -0.34747  0.074
H  2.00024  -1.50018  -2.58565  0.110
H  2.50519  0.03710  -3.25252  0.108
H  4.54247  -0.87032  -2.49308  0.072
H  3.86994  -1.78302  -1.15629  0.092
H  5.33179  0.61630  -1.06713  0.101
H  3.72599  1.24249  -0.76316  0.106
H  5.50148  0.21596  1.09799  0.107
H  4.40331  -1.14612  1.01897  0.093
H  5.08181  2.28746  1.63519  0.129
H  3.62890  5.98904  3.91232  0.116
H  1.37609  5.46128  6.01642  0.101
H  1.62794  6.51548  4.78340  0.080
H  -0.19429  1.88063  4.20446  0.092
H  -0.57053  0.86833  2.83516  0.115
H  1.18973  -0.61402  4.73544  0.103
H  -0.11017  0.19714  5.64136  0.119
H  -1.04096  -3.75551  3.17641  0.024
H  -2.52394  -4.06773  4.11395  0.022
H  -0.99479  -4.80608  4.65688  0.027
H  0.54799  -1.90751  7.11461  0.030
H  1.12744  -3.16306  5.92631  0.039
H  -0.10087  -3.57493  7.11840  0.037
H  -2.69215  -2.04023  7.21064  0.024
H  -3.07102  -0.91938  5.83696  0.030
H  -3.57889  -2.60381  5.70226  0.021
H  2.94932  -2.53224  0.96747  0.082
H  0.04741  -0.20699  0.89973  0.062
N  -1.99158  -7.15275  2.82453  0.060
C  -2.02350  -8.32927  3.45119  -0.155
C  -1.31779  -9.44689  3.03205  -0.078
C  -0.53575  -9.33879  1.89416  -0.087
C  -0.48900  -8.12624  1.22666  -0.076
C  -1.23121  -7.06985  1.73286  -0.153
H  -2.65126  -8.36707  4.33520  0.102
H  -1.38011  -10.37597  3.58262  0.099
H  0.03037  -10.18846  1.53248  0.103
H  0.10946  -8.00100  0.33432  0.099
H  -1.22288  -6.10015  1.24637  0.103
N  -2.40101  4.32919  4.53826  0.068
C  -3.67770  4.12949  4.20028  -0.156
C  -4.12688  4.04472  2.88960  -0.075
C  -3.19798  4.18061  1.87051  -0.084
C  -1.87142  4.39234  2.19780  -0.066
C  -1.52490  4.45617  3.53894  -0.162
H  -4.36786  4.03186  5.03163  0.100
H  -5.17412  3.87684  2.67555  0.097
H  -3.50242  4.12117  0.83282  0.084
H  -1.11696  4.50299  1.42939  0.101
H  -0.50388  4.61437  3.83462  0.044
N  5.81592  0.01168  -4.24898  0.053
C  6.93159  0.73340  -4.37208  -0.147
C  7.60986  0.90818  -5.56794  -0.072
C  7.10452  0.29670  -6.70325  -0.080
C  5.94822  -0.45813  -6.59906  -0.070
C  5.34591  -0.56621  -5.35546  -0.147
H  7.29154  1.19108  -3.45672  0.103
H  8.50958  1.50710  -5.60789  0.102
H  7.60519  0.40747  -7.65713  0.106
H  5.52196  -0.95155  -7.46192  0.102
H  4.43622  -1.14414  -5.22610  0.105
N  -7.25871  3.56597  -3.51006  0.049
C  -6.13691  2.87810  -3.73153  -0.154
C  -5.17375  2.63798  -2.76333  -0.064
C  -5.38645  3.14495  -1.49234  -0.075
C  -6.54308  3.86387  -1.23922  -0.075
C  -7.44316  4.04309  -2.27873  -0.162
H  -6.01415  2.50436  -4.74263  0.099
H  -4.28213  2.07071  -2.99785  0.074
H  -4.65786  2.98010  -0.70849  0.088
H  -6.74409  4.27598  -0.25907  0.097
H  -8.36439  4.59586  -2.12816  0.100
N  -2.19740  -0.84056  -6.65094  0.059
C  -2.59742  0.43104  -6.56352  -0.145
C  -3.10897  1.15331  -7.63041  -0.067
C  -3.20907  0.52461  -8.86025  -0.081
C  -2.79847  -0.79303  -8.97444  -0.075
C  -2.30449  -1.42623  -7.84454  -0.156
H  -2.49750  0.88351  -5.58175  0.092
H  -3.41988  2.18109  -7.50005  0.103
H  -3.60232  1.05475  -9.71888  0.106
H  -2.86010  -1.31887  -9.91766  0.101
H  -1.97445  -2.45883  -7.88563  0.102

Its SMILES is C=CC(=O)OCCCCCCc1cc2ncc(N)nc2c(CCO[Si](C)(C)C)c1P(=O)(O)O.c1ccncc1.c1ccncc1.c1ccncc1.c1ccncc1.c1ccncc1. For the HOMO energy, the calculation gives -8.67 eV. Its energy is -91067.9161 eV. As for the gap between HOMO and LUMO: 7.82 eV. The spin multiplicity is 1. As for the net charge: 0.

***

> Look up the gap between HOMO and LUMO of the first one.

10.07 eV

***

> What is the net charge in the fourth record?

0